No. 1
Here is a 10-piece molecular cluster, C10H38BF4O9 overall from the OMol25 dataset. Energies are from ωB97M-V with the def2-TZVPD basis set.

Output
LUMO level   0.101 Eh
HOMO level   -0.26152 Ha
Total charge   -1
HOMO-LUMO gap   9.8677 eV

Structure (XYZ):
```
62
Properties=species:S:1:pos:R:3:forces:R:3
B 0.184314 0.600423 -0.212035 -0.5078 0.9465 2.5581
F -0.721076 -0.299777 -0.680585 -1.0185 -1.1393 -0.1127
F 1.382344 0.438713 -0.743115 2.4433 -0.5040 -2.1510
F -0.310256 1.853053 -0.446095 -0.7366 1.9542 -1.4805
F 0.337744 0.617133 1.168275 -0.1799 -1.0963 1.2827
C 2.053284 -3.106547 0.232465 -0.7223 1.7651 0.7540
C 1.250114 -4.092897 -0.505575 0.0609 -1.4134 -1.2562
O 2.118754 -4.974737 -1.230505 0.0332 -1.1008 0.0869
H 1.537144 -2.227027 -0.152425 0.9171 0.9897 0.6112
H 3.118354 -3.073727 0.003035 -0.2505 -0.1223 -0.2169
H 1.902194 -3.092427 1.311845 0.0985 -0.2409 0.0349
H 0.675224 -3.584017 -1.279305 -0.4331 -0.1002 0.2330
H 0.613684 -4.749227 0.087965 -0.3502 0.5911 0.2760
H 1.815734 -5.817447 -0.884655 0.6150 -0.3891 -0.5608
C -2.198856 2.745333 -2.782375 -0.5739 -0.8942 0.4257
C -1.134336 3.826893 -3.100345 -0.8023 -2.2371 2.4172
O -1.320896 4.256213 -4.374925 -0.3668 1.7594 -1.9670
H -3.217266 3.013663 -3.063355 0.0614 0.7773 -0.7333
H -2.427626 2.521133 -1.740495 0.9276 0.1228 0.4361
H -2.075066 1.765203 -3.242955 0.5367 0.0702 -0.2102
H -0.096116 3.505353 -3.017855 -0.1873 -0.2931 0.3824
H -1.333826 4.569423 -2.327725 0.4695 0.6524 -0.1874
H -1.904646 5.011963 -4.276545 -0.1212 0.0420 -0.6813
C -0.183186 -0.890207 4.394095 -0.3000 0.6723 0.2947
C 0.863854 -1.702797 5.104325 0.6403 0.3655 -0.0860
O 1.640184 -2.407147 4.157595 0.0948 -1.4119 0.0259
H -0.862436 -1.527377 3.827755 0.0209 -0.0058 0.0626
H 0.238714 -0.148957 3.715365 0.2945 -0.2468 -0.2023
H -0.739496 -0.277627 5.103575 -0.3292 -0.1859 0.1972
H 0.445294 -2.414297 5.816135 -0.3215 -0.4550 -0.4443
H 1.493824 -1.123667 5.779505 0.2173 0.5983 -0.2299
H 2.374444 -1.952477 3.738375 -0.2839 0.6463 0.3253
C 2.304674 -1.587977 -3.304385 1.1761 -0.5569 0.8609
C 1.220834 -0.729757 -3.758115 -2.1722 1.2839 -0.5980
O -0.053166 -0.983137 -3.087375 1.0537 -0.4250 -1.3052
H 2.254744 -2.622897 -3.642845 -0.4378 -0.1184 0.4868
H 2.258234 -1.430247 -2.226855 0.5679 -0.8740 0.2368
H 3.280414 -1.252197 -3.655495 0.0535 0.3674 -0.0358
H 1.075624 -0.828917 -4.833835 -0.4140 0.0361 -0.0647
H 1.449814 0.316903 -3.557655 0.2666 0.1258 -0.1397
H -0.051296 -0.503867 -2.255565 -0.0315 -0.1598 -0.0852
C -3.606976 0.579993 3.290665 2.1224 0.4207 -0.2048
C -2.678016 0.437383 2.020185 -2.2575 0.7129 -0.4548
O -2.405956 1.746163 1.457985 0.3695 -0.0660 1.2374
H -4.197966 -0.288447 3.581625 -0.2986 0.0692 -0.7031
H -4.136736 1.529593 3.215125 -0.4629 -0.3376 -0.1435
H -2.947146 0.702363 4.149585 0.1654 0.2079 0.1723
H -3.300386 0.080763 1.199465 0.0733 -1.3303 0.2764
H -1.783186 -0.164147 2.180015 -0.1491 0.1656 -0.0247
H -1.593426 1.634553 0.959045 0.0489 -0.0312 0.0102
O -1.440976 -2.617997 0.456035 -0.1313 -0.6878 0.4922
H -0.864256 -1.895907 0.206615 0.0417 0.3071 -0.1212
H -2.118746 -2.628237 -0.219805 -0.0769 0.0971 -0.1814
O 3.798974 -0.155037 0.117975 0.7251 -0.1670 0.3389
H 2.940514 0.116433 -0.206975 -0.3471 0.1400 0.0278
H 4.271974 -0.440937 -0.663535 0.1122 -0.0643 -0.1382
O -0.909616 4.228333 0.439475 0.1031 0.8915 0.2215
H -0.899206 3.276013 0.535385 0.0552 -0.0565 0.0352
H -1.571676 4.394743 -0.231515 -0.1809 -0.0623 -0.0586
O 1.723454 3.898683 -1.054065 0.6277 0.1697 -0.4009
H 1.388824 4.695773 -0.643075 -0.2527 0.0337 0.1929
H 1.070524 3.229903 -0.847555 -0.2959 -0.2086 0.1866
```
Positions in Å, forces in eV/Å.

No. 2
Here is C10H39NO10 as an isolated structure from the OMol25 dataset. Energies are from ωB97M-V with the def2-TZVPD basis set.

Output
LUMO level   -0.008 Eh
ΔE to the lowest compared entry with this formula, charge and spin   13.1301 eV
HOMO level   -0.32148 Ha
Total charge   0
HOMO-LUMO gap   8.5172 eV

Structure (XYZ):
```
60
Properties=species:S:1:pos:R:3:forces:R:3
C -1.071667 1.055826 1.556074 -0.1997 2.2019 0.6571
O -2.363987 0.906666 1.037464 0.6429 -0.1193 1.5756
H -0.583187 0.127056 1.850814 -0.5823 1.2143 0.4923
H -0.403457 1.551306 0.851724 -0.5811 -0.3336 0.2308
H -1.051107 1.734436 2.408814 -0.9436 -0.0934 0.1745
H -2.177027 0.639936 0.134404 -0.2697 0.6850 0.0288
O 1.491683 -0.338554 2.291164 -1.8049 -7.2746 5.2723
H 2.080683 -1.045254 2.555514 0.5518 -0.7364 -0.0861
H 0.620563 -0.645514 2.542474 -0.4190 -0.2578 0.1515
O 1.155173 2.207826 2.885304 -2.3807 1.9854 2.2343
H 1.000193 3.152306 2.898344 -0.2400 0.6709 -0.1202
H 0.392493 1.833376 3.326134 -0.4482 -0.0700 0.2155
O 1.480253 3.556506 0.545604 -3.1439 1.3659 -2.0736
H 1.342103 2.735336 0.073574 0.0415 0.5961 -0.6085
H 2.085773 3.328816 1.251114 0.7580 0.6846 -0.1622
O 3.950233 -0.147514 0.321834 2.1020 -1.2181 2.3148
H 4.483353 0.645596 0.267004 0.1769 0.0475 -0.0575
H 3.104713 0.105596 -0.048636 1.4119 -0.7752 -0.2942
O 3.094993 1.110716 3.232724 3.2636 -0.8360 1.4097
H 2.366503 1.602976 3.611164 0.4675 -0.2855 0.0450
H 2.677243 0.455876 2.673344 1.1735 1.2680 0.7311
O 1.623093 1.158786 0.894534 -0.1826 3.7219 -1.1489
H 1.538003 0.384976 1.451494 0.1164 0.6866 -1.7043
H 1.312313 1.881906 1.439284 -0.0758 -0.0152 -0.0976
O 3.317833 3.256866 1.803724 2.4135 0.9648 1.0386
H 3.478043 3.433896 2.730674 0.3983 -0.1405 0.2252
H 3.463573 2.315436 1.710514 0.3167 -0.7315 0.3524
O 2.338063 0.556936 -1.041246 3.2983 4.7626 -7.5958
H 1.933843 0.763246 -0.198476 -0.4869 2.4639 0.1974
H 1.606033 0.525296 -1.657166 0.8508 1.0377 -0.0541
C -0.769457 -1.813484 0.625684 -0.4570 0.1383 -0.2793
C -0.371267 -1.485434 -0.846956 0.4332 -2.1886 0.2414
C -0.437987 -2.825534 -1.683316 -0.1292 1.1682 -0.3263
C -1.843487 -3.186074 -2.042696 -0.1502 -0.5354 -0.3674
C -2.491447 -2.033224 -2.864616 0.7555 0.5118 1.4856
C -2.489677 -0.673564 -2.049476 -2.1826 -0.0391 -1.1521
N -1.183467 -0.391864 -1.496746 1.3400 -3.2053 -1.4753
O -1.016487 0.876586 -0.993226 0.4930 0.4148 -0.5364
C -2.862017 0.465696 -3.094426 0.9471 -0.5693 1.1150
C -3.601797 -0.836544 -0.977806 0.2700 -0.0861 0.6888
C 1.097673 -1.122184 -0.823846 -2.8183 -0.8876 0.9217
H -1.741237 -2.303154 0.688684 -0.1274 0.2239 0.0869
H -0.760197 -0.889624 1.204044 -0.7052 -1.5189 -0.9983
H -0.078917 -2.448314 1.180874 0.3963 -0.4189 -0.5829
H 0.167163 -2.718664 -2.583586 0.0257 0.3585 -0.2011
H 0.014503 -3.681354 -1.182396 0.1502 0.3628 0.6364
H -2.265007 -3.535284 -1.100106 -1.0240 0.8468 0.1423
H -1.818047 -4.161574 -2.528356 -0.1209 0.1777 -0.8928
H -3.532767 -2.197104 -3.141936 0.1084 -0.1750 -0.0739
H -1.885907 -1.835654 -3.749146 -0.0008 -0.3787 -0.1966
H -3.828567 0.314556 -3.575086 0.1740 -0.2719 -0.0066
H -2.871257 1.454156 -2.635116 -0.1408 -0.0668 0.2128
H -2.030017 0.475456 -3.798536 -0.2270 0.0181 -0.4207
H -3.773417 -1.890984 -0.761486 0.1089 -0.1060 0.0086
H -3.245337 -0.402574 -0.043616 -0.8561 -0.5043 -0.2356
H -4.595187 -0.433574 -1.175056 0.1995 0.3082 -0.4554
H 1.475913 -0.779334 -1.786906 -0.8593 -2.4382 -0.1236
H 1.743593 -1.876084 -0.373826 -0.1553 -0.2324 -0.2917
H 1.136793 -0.240564 -0.184086 -1.6318 -2.6659 -0.0804
H -0.429027 1.324626 -1.606216 -0.0409 0.2895 -0.1870
```
Positions in Å, forces in eV/Å.

No. 3
Here is C10H3F8FeNO7S as an isolated structure from the OMol25 dataset. Energies are from ωB97M-V with the def2-TZVPD basis set.

Output
LUMO level (alpha / beta)   0.177 / 0.177 Eh
ΔE to the lowest compared entry with this formula, charge and spin   0.6718 eV
HOMO level (alpha / beta)   -0.11800 / -0.11797 Ha
Spin multiplicity   5
Total charge   -2
HOMO-LUMO gap (alpha / beta)   8.0372 / 8.0343 eV

Structure (XYZ):
```
31
Properties=species:S:1:pos:R:3:forces:R:3
Fe 0.749425 -0.460450 -1.042474 0.5620 0.4839 0.6397
O -1.251635 0.737500 5.515654 -0.0263 0.0823 -0.0743
C -1.390569 1.599731 4.626315 0.0306 0.1098 0.2069
O -1.923195 2.730142 4.677561 0.0042 -0.1326 -0.0103
C -0.800423 1.225048 3.248709 -0.0149 -0.0406 -0.1266
C -1.109034 1.979066 2.120934 0.0436 0.0369 0.0198
C -0.586882 1.617785 0.895396 0.1840 -0.0357 0.0670
N 0.226915 0.565615 0.747035 -0.5455 0.1149 -0.0629
C 0.533720 -0.164635 1.825246 -0.0282 0.0983 -0.0228
C 0.042430 0.132472 3.083588 0.0458 0.0418 0.0752
C 1.438327 -1.351951 1.546883 0.1010 -0.1171 -0.0777
O 1.987859 -1.919469 2.477121 -0.0239 -0.0626 -0.0012
O 1.545212 -1.656915 0.294954 0.1473 -0.3093 0.2123
H -1.751056 2.841630 2.233308 -0.0136 -0.0126 0.0040
H -0.805650 2.181475 -0.004234 -0.0322 -0.0348 -0.0162
H 0.307767 -0.479727 3.932793 -0.0099 -0.0180 -0.0061
F 1.374171 1.260831 -2.882951 0.5371 0.2495 -0.0283
C 2.327855 0.518483 -2.125572 -1.2548 -0.7429 -0.7102
F 2.386773 -0.703573 -2.893401 0.3919 0.1822 -0.0325
C 3.662888 1.172019 -2.402982 -0.0863 0.0429 0.2145
F 3.983800 1.224805 -3.714562 0.0460 0.0628 0.0272
F 4.653908 0.506928 -1.785877 -0.0042 0.0640 -0.0644
F 3.669859 2.438944 -1.948243 0.0728 -0.0278 -0.0237
F -1.552663 -3.508494 -2.877948 -0.0450 0.0033 -0.0003
C -2.502404 -2.848123 -2.201942 0.0657 -0.1086 0.0409
F -2.405481 -3.191793 -0.915620 -0.0352 -0.0079 -0.0305
F -3.694257 -3.265389 -2.657066 0.0053 -0.0274 0.0194
S -2.339004 -1.036743 -2.426162 0.1322 0.1944 -0.0455
O -2.429064 -0.849203 -3.845986 -0.0108 -0.0194 -0.0063
O -3.370601 -0.478450 -1.603144 -0.0063 0.0013 0.0108
O -0.978990 -0.817555 -1.897334 -0.2324 -0.0711 -0.1976
```
Positions in Å, forces in eV/Å.

No. 4
Here is C10H40BCrO10S as an isolated structure from the OMol25 dataset. Energies are from ωB97M-V with the def2-TZVPD basis set.

Output
LUMO level (alpha / beta)   -0.118 / -0.127 Eh
ΔE to the lowest compared entry with this formula, charge and spin   2.0247 eV
HOMO level (alpha / beta)   -0.44466 / -0.44599 Ha
Spin multiplicity   5
Total charge   +1
HOMO-LUMO gap (alpha / beta)   8.8984 / 8.6922 eV

Structure (XYZ):
```
63
Properties=species:S:1:pos:R:3:forces:R:3
Cr -0.063164 -0.181455 2.733461 -0.0545 1.0355 -0.6495
B 0.240613 0.642470 0.626956 -0.0614 0.0030 -0.6705
H 1.075970 0.000832 0.966789 2.2396 -1.6948 0.5888
H -0.721266 0.087831 0.690276 -2.2344 -1.3842 0.0549
H 0.205980 1.526262 1.305858 -0.0604 2.2938 1.6475
H 0.353718 0.902488 -0.447529 0.4243 0.7469 -2.4200
O -0.495318 -4.713998 -3.838502 -1.5843 1.7357 0.7999
S -1.443102 -3.640283 -3.502705 0.9458 -0.3667 -0.6223
O -2.657776 -3.927557 -2.764192 1.6078 0.6752 -0.5005
O -0.609405 -2.441333 -2.682693 -1.2429 -1.2104 -0.9031
C 0.758318 -2.204945 -3.116397 0.3405 0.7567 -0.3360
C 0.958736 -0.772116 -3.658118 -1.0210 -0.3411 0.4102
C -1.866555 -2.796126 -5.087419 0.3332 -0.2979 1.5792
H 1.014700 -2.924058 -3.893030 0.1559 -0.1597 0.2711
H 1.350858 -2.347353 -2.214361 0.2515 -0.1181 -0.2676
H 0.700640 -0.041443 -2.890987 0.2309 -0.0078 0.1141
H 0.260048 -0.568752 -4.471271 0.1048 -0.1697 -0.2133
H 1.974024 -0.596116 -4.009410 0.0138 -0.1860 0.1237
H -2.185975 -1.781887 -4.853900 -0.1125 -0.1125 0.0271
H -2.683027 -3.393114 -5.488467 0.2258 0.0459 -0.2845
H -0.942359 -2.781189 -5.661299 -0.2419 -0.1739 -0.2140
C -3.179537 2.469331 0.359331 0.2814 0.0432 -1.1952
O -3.772838 1.903754 1.485619 -0.5115 -0.5820 1.3896
H -3.940564 2.460118 -0.423052 0.3075 0.5353 -0.3207
H -2.790348 3.455869 0.609902 0.0734 0.0332 -0.4916
H -2.380669 1.806239 0.028867 0.1132 0.1728 0.0595
H -4.496185 2.493507 1.713222 -0.1428 -0.3240 0.4473
C -0.047749 3.087444 3.435025 -0.1934 0.8116 0.3095
O -0.184631 1.713395 3.879766 0.1771 -0.1406 -0.5379
H -0.779848 3.638555 4.024541 0.1247 0.3257 -0.2018
H 0.948637 3.488878 3.622387 0.0756 -0.2799 0.2825
H -0.236512 3.274525 2.379252 -0.2983 -0.7238 0.0236
H -0.396122 1.794042 4.813352 -0.0181 -0.4006 0.0648
C 0.292392 -2.559070 0.439344 0.0806 0.2522 -1.4407
O 0.221003 -2.212747 1.815799 -0.3773 -0.3832 1.4191
H 0.011909 -3.592534 0.233579 0.0783 -0.1124 0.4562
H -0.422320 -1.959968 -0.121101 0.3342 0.2055 0.0386
H 1.327756 -2.376849 0.150139 -0.1858 0.0031 -0.5723
H 0.621688 -2.980459 2.235728 -0.1055 0.1908 0.6202
C 3.007811 -1.009599 3.172640 -0.7493 0.1031 -0.6483
O 2.081569 0.102540 3.071603 -0.0492 -0.5071 0.8495
H 2.426649 -1.824958 3.599912 0.3959 -0.0196 0.2988
H 3.266675 -1.279335 2.148211 0.4243 -0.1258 0.1283
H 3.858631 -0.703871 3.777593 -0.0167 -0.3407 -0.0031
H 2.621534 0.876116 2.888514 -0.4932 0.3399 -0.2303
C 3.601855 0.649774 -1.390362 -1.0901 -0.4422 0.4095
O 2.730501 -0.442867 -1.058466 0.9039 -0.6822 0.1793
H 4.559820 0.274026 -1.744844 -0.2816 -0.1914 -0.3259
H 3.034951 1.210195 -2.133991 0.7133 0.5620 -0.1483
H 3.833614 1.239575 -0.501331 -0.1672 0.3071 -0.0398
H 1.923045 -0.116477 -0.645847 0.0872 0.3604 -0.0640
C 0.918858 4.013803 -0.740536 1.5393 -0.8219 0.5573
O -0.281456 3.421710 -0.389431 -2.1381 0.7073 -0.4980
H 1.455546 4.173993 0.198988 0.5461 0.5295 -0.2214
H 1.540373 3.363469 -1.363560 0.0573 -0.2542 -0.0003
H 0.859137 4.932589 -1.321895 -0.7661 0.0974 0.3529
H -0.207352 2.575118 0.069117 0.7207 0.2092 -0.3814
C -2.934681 -1.244281 2.385609 -0.1404 -0.6491 -0.6048
O -2.168518 -0.022315 2.422151 0.2947 -1.7277 1.2509
H -2.379367 -2.117579 2.728243 0.4042 0.4259 0.4170
H -3.853323 -1.181743 2.966867 0.0570 0.2494 -0.0316
H -3.151877 -1.509245 1.349752 -0.2854 0.2935 -0.0666
H -2.765738 0.667170 2.086282 -0.0403 0.8805 -0.0656
```
Positions in Å, forces in eV/Å.

no.,molar mass (g/mol),largest force on an atom (hartree/bohr)
1,389.21,0.06592
2,333.42,0.18577
3,489.03,0.03154
4,415.29,0.05581